No. 1
The molecule C18H28O11S2 at a distorted geometry, computed with ωB97M-V/def2-TZVPD.

## Properties
* SMILES: CCS(=O)(=O)CCS[C@@H]1O[C@@H](COC(C)=O)[C@H](OC(C)=O)[C@@H](OC(C)=O)[C@@H]1OC(C)=O
* 2S+1: 1
* LUMO: 0.49 eV
* total energy: -63314.3190 eV
* energy above the lowest of the compared OMol25 structures with the same formula, charge and spin: 26.16 kJ/mol

Element x y z (Å)
1 C -3.783940 1.279214 -1.932130
2 H 2.337801 0.882523 1.169032
3 O -0.025990 -2.894956 2.056459
4 C -0.571181 -2.877445 0.987143
5 C 1.294639 1.763123 -0.505522
6 O 1.147185 3.988413 0.519890
7 H 1.950998 3.697900 -1.287101
8 C 0.094805 -0.632332 0.569404
9 C 1.126394 3.660617 1.823067
10 H 1.139330 1.543740 -1.571273
11 H -1.590403 0.740028 0.633501
12 H -2.048866 2.204926 -2.799696
13 H -2.083210 -3.720231 -0.266930
14 C 2.327079 -2.909053 0.293405
15 O -3.581601 1.102248 0.729134
16 C -4.017009 -1.250955 -0.454154
17 H -4.324286 -2.940632 0.856949
18 C -0.670239 0.589031 0.057873
19 H -0.491839 -4.472952 -0.362019
20 H -5.464591 -1.603245 1.077537
21 C -2.336110 1.702123 -1.875590
22 S -4.353997 0.537147 -0.350198
23 H 0.091013 5.502843 2.129925
24 C 5.171608 0.429488 -2.057619
25 H -4.621963 -1.617483 -1.278558
26 H -2.957946 -1.372898 -0.663007
27 H -1.512135 -4.788637 1.055876
28 H 1.434156 -1.008124 -1.088129
29 C 1.507469 -0.696577 -0.037011
30 C -4.427526 -1.857749 0.869868
31 H 5.704300 -0.120067 -1.287591
32 H -2.154802 2.363172 -1.029244
33 C 1.920989 3.168637 -0.334363
34 H -0.836243 4.042120 2.484517
35 O 3.503864 0.658916 -0.438207
36 C 3.114884 -3.734195 1.267281
37 H 5.333239 -0.017718 -3.033434
38 H 2.460478 -3.948789 2.111518
39 H 2.934546 3.064787 0.069933
40 C 3.699668 0.449808 -1.750448
41 C 0.142237 4.511976 2.570012
42 H 3.970315 -3.173190 1.630068
43 O 1.816779 2.802199 2.303512
44 H -3.961562 0.529417 -2.698383
45 O 1.771067 -3.322512 -0.688654
46 O 0.042214 1.770046 0.155026
47 H 3.423416 -4.665643 0.803038
48 H -3.809103 -1.453297 1.667585
49 H -4.440782 2.131652 -2.094832
50 O -0.649517 -1.783678 0.203785
51 C -1.229078 -4.045001 0.317493
52 O 2.305089 -1.626193 0.686849
53 O -5.778483 0.718968 -0.290372
54 C 2.188067 0.669143 0.103538
55 H 0.190145 -0.585710 1.663842
56 S -1.202041 0.277449 -1.685264
57 O 2.821466 0.320954 -2.559517
58 H 5.541599 1.452718 -2.066688
59 H 0.417610 4.563911 3.618874

Atomic forces in eV per Å
C -0.056 -0.413 0.707
H -0.050 0.002 -0.287
O 0.067 -0.002 0.108
C -0.200 -0.247 0.081
C 0.334 0.090 -0.190
O -0.192 0.375 0.035
H 0.017 -0.054 0.126
C 0.719 0.333 0.264
C -0.016 0.237 0.139
H 0.058 0.097 0.303
H 0.380 -0.117 -0.098
H -0.105 0.091 0.093
H -0.099 -0.012 -0.068
C 0.281 -0.233 0.112
O 0.272 0.020 0.099
C -0.086 0.665 0.077
H 0.021 -0.035 -0.063
C -0.806 -0.474 -0.357
H 0.008 -0.012 -0.049
H -0.076 -0.111 0.122
C 0.494 -0.338 0.102
S -0.054 -0.068 -0.631
H -0.051 0.065 0.004
C -0.130 -0.085 -0.040
H -0.028 -0.004 -0.161
H 0.007 0.028 -0.094
H -0.016 0.012 0.032
H 0.053 0.112 0.253
C -0.361 0.179 -0.345
C -0.121 0.137 0.148
H 0.080 -0.008 0.040
H -0.006 0.135 -0.112
C 0.215 -0.406 -0.057
H -0.089 -0.010 -0.016
O 0.269 0.069 0.133
C -0.047 0.008 -0.115
H -0.022 0.010 -0.012
H -0.021 0.003 0.060
H -0.118 0.073 -0.132
C 0.300 -0.022 -0.203
C 0.107 -0.073 -0.025
H 0.071 0.004 0.057
O 0.099 -0.081 0.031
H -0.099 -0.045 -0.124
O -0.100 -0.026 -0.148
O 0.378 0.194 0.317
H -0.006 -0.003 -0.029
H 0.031 -0.049 0.120
H -0.169 -0.014 0.075
O -0.147 0.009 -0.171
C 0.076 0.023 0.085
O 0.150 0.180 0.233
O -0.342 -0.159 -0.221
C -0.744 -0.317 0.181
H -0.071 0.074 -0.231
S -0.013 0.187 -0.108
O -0.112 -0.044 -0.075
H 0.050 0.075 0.023
H 0.019 -0.027 0.004

=====

No. 2
A cluster of 5 separate species, C2H14O6 in total at a distorted geometry, computed with ωB97M-V/def2-TZVPD.

## Properties
* SMILES: OCCO.O.O.O.O
* 2S+1: 1
* LUMO: 0.33 eV
* total energy: -14585.7083 eV
* energy above the lowest of the compared OMol25 structures with the same formula, charge and spin: 28.33 kJ/mol

Element x y z (Å)
1 H 2.479308 -3.506999 3.070586
2 H -1.894190 3.279040 -0.892071
3 H 0.384285 -1.276022 1.462347
4 H 1.154534 -1.621641 -1.474974
5 H 0.823132 -0.969272 2.927384
6 C -1.196592 1.520056 0.253489
7 O 0.978733 -2.212801 -0.749510
8 H -0.852156 0.495224 0.046532
9 H 0.101552 1.862560 1.680796
10 C -1.574251 2.246655 -1.034929
11 O -0.401075 2.335572 -1.859540
12 O -0.171045 2.290100 0.821494
13 O 0.380515 -0.612652 2.145028
14 O 1.657343 -3.051029 2.935212
15 H 1.148121 -3.620688 2.321319
16 H -0.726998 -0.558112 -2.895840
17 H 1.648059 -2.884850 -0.763922
18 H -0.111743 0.805759 -2.857044
19 O 0.096399 -0.114602 -3.003229
20 H 0.401766 2.487573 -1.329188
21 H -2.054579 1.297774 0.960269
22 H -2.271119 1.808356 -1.764210

Atomic forces in eV per Å
H 0.584 -0.313 0.112
H -0.247 -0.045 0.619
H 0.338 -0.495 -0.332
H 0.059 0.547 -0.602
H -0.069 -0.280 -0.550
C -1.467 -1.195 0.185
O -0.724 -0.032 0.777
H 0.227 0.278 -0.403
H -0.320 0.437 -1.459
C 0.829 0.289 -0.851
O 0.790 0.086 -0.257
O 0.505 -0.327 1.720
O -0.287 1.026 0.693
O -0.973 -0.302 -0.605
H 0.432 0.504 0.572
H -0.951 -0.647 0.071
H 0.515 -0.358 -0.140
H -0.008 0.941 0.395
O 1.100 -0.616 -0.349
H -0.655 0.016 0.093
H 0.584 0.908 -0.683
H -0.261 -0.422 0.994

=====

No. 3
The ion C3H9NOS with charge +1 at a distorted geometry, computed with ωB97M-V/def2-TZVPD.

## Properties
* 2S+1: 2
* total charge: +1
* LUMO (spin up / spin down): -3.68 / -9.04 eV
* total energy: -17620.2266 eV
* energy above the lowest of the compared OMol25 structures with the same formula, charge and spin: 79.83 kJ/mol

Element x y z (Å)
1 H -0.388261 1.625345 -0.938979
2 C -0.720620 0.631109 -0.660746
3 C 0.406805 -0.146518 0.159741
4 H 0.443311 1.361769 1.526196
5 H -0.017727 -0.922218 0.790369
6 C 1.300955 -0.880720 -0.850505
7 H 2.742147 -1.021879 0.475557
8 S -2.249695 0.690693 0.198770
9 H -0.923874 0.073709 -1.573703
10 O 2.300252 -1.605900 -0.154963
11 H 1.794205 1.325723 0.650369
12 H 0.729805 -1.677570 -1.328926
13 H 1.716953 -0.167134 -1.577046
14 H -2.531070 -0.621702 0.075445
15 N 1.088584 0.724445 1.098271

Atomic forces in eV per Å
H -0.034 0.157 0.181
C -0.682 0.048 -0.201
C 0.649 -0.605 1.081
H -0.223 0.038 0.870
H -0.588 -0.074 -0.179
C 0.743 -0.208 0.733
H 0.119 -0.151 -0.095
S 0.169 0.181 0.018
H 0.284 -0.268 -0.159
O -0.246 0.501 -0.063
H -0.140 -0.384 0.169
H -0.199 0.438 -0.321
H -0.026 -0.180 -0.035
H -0.034 0.033 0.033
N 0.207 0.474 -2.032

=====

No. 4
A structure of composition C29H40FN9O6S3SeSiSr at a distorted geometry, computed with ωB97M-V/def2-TZVPD.

## Properties
* 2S+1: 1
* total charge: -2
* LUMO: 4.07 eV
* total energy: -165707.0482 eV
* energy above the lowest of the compared OMol25 structures with the same formula, charge and spin: 47.90 kJ/mol

Element x y z (Å)
1 H -3.919174 -2.187387 2.232821
2 H -0.764470 3.366145 1.317126
3 H -3.439518 1.113669 2.923097
4 H 2.729936 6.013654 1.801981
5 H -2.927986 5.197097 1.864327
6 H 2.421813 -3.530645 -1.109183
7 O 3.830831 -2.139891 -6.314743
8 Sr 1.196146 1.659503 0.581330
9 H -4.148231 3.351594 2.756827
10 C -0.543639 -2.325321 -4.477054
11 C -3.409541 1.481419 0.831860
12 C -1.089374 -3.421559 -5.132653
13 H -0.191296 -4.212091 -0.082274
14 H 1.110699 -1.818240 0.158641
15 N -1.085288 4.293618 1.572555
16 H -2.544842 4.542277 -0.528757
17 N 4.005695 3.363124 0.793011
18 H 1.813339 -0.713091 5.132369
19 H 1.082963 -2.729276 6.448127
20 H -1.324907 0.375440 2.002904
21 C 4.138741 -2.241757 -1.279500
22 C 1.660892 -1.062075 -3.881820
23 C 0.828597 -2.147836 -4.523564
24 C 0.661844 -2.517287 5.474236
25 H -4.119430 4.114641 0.140608
26 C -0.301444 -3.338485 4.904656
27 C -2.384378 -1.924646 -0.903189
28 C -0.832123 -3.057953 3.656782
29 C 0.528819 -1.143040 3.513427
30 O 1.272072 3.317100 -0.789615
31 H 5.355647 1.539514 -0.240492
32 C 1.098096 -4.145313 -5.864826
33 C 4.341414 1.260023 0.042728
34 O 2.552491 5.562063 -1.692986
35 C 2.122615 -1.617773 -0.183715
36 H -4.405910 -3.204304 0.868834
37 H -1.151318 -1.613313 -3.934189
38 N 3.492604 5.446852 1.467741
39 H -2.598363 3.395625 3.592192
40 C 3.227255 4.108610 1.557903
41 S 3.291494 -2.495366 -5.025599
42 C -0.444136 -1.941335 2.860225
43 N 2.953836 -1.190916 -4.126402
44 H -1.050883 -4.980499 1.248859
45 C 4.643329 -0.991917 -0.965368
46 H -0.047758 5.248740 0.602329
47 S 2.023253 3.585754 2.703895
48 H -4.496961 1.610295 0.882307
49 H -0.727342 -5.172699 -6.323007
50 C 2.859066 -2.570987 -0.868770
51 S 0.932317 0.126777 -2.954718
52 N 3.570169 2.095872 0.621534
53 H -3.516292 2.290485 -1.138266
54 C -0.279048 -4.324328 -5.819958
55 N 2.591395 -0.405382 0.099279
56 H -1.514332 -1.491776 -1.402945
57 N -1.485990 2.107849 -0.579137
58 H -3.225112 0.441433 0.551128
59 H -0.651424 -4.213703 5.442080
60 H -1.795781 -4.898581 -0.354748
61 H 5.633886 -0.693362 -1.283104
62 H 4.716634 -2.936198 -1.873517
63 H 3.820450 5.710517 0.546009
64 C -2.846691 1.733218 2.232589
65 H -2.777808 -2.712813 -1.552753
66 C -2.882124 2.425244 -0.250730
67 C -3.071079 3.196093 2.623927
68 N -1.432841 1.357908 2.293202
69 F 0.987493 -0.006425 2.896299
70 C 1.617987 -3.049222 -5.205399
71 H -1.124429 2.767555 -1.267861
72 C -1.179761 -4.351912 0.365388
73 C -3.049860 3.885126 0.185374
74 H -3.571863 -3.916254 2.254158
75 H -1.097587 1.407179 3.250450
76 O 4.042624 -3.468137 -4.263100
77 Si -1.951778 -2.669360 0.764645
78 H -1.451752 1.194426 -1.028260
79 C 3.843121 -0.089843 -0.279048
80 H -2.160322 -3.582841 -5.104852
81 H 1.741144 -4.836497 -6.394514
82 H -0.685836 4.470546 2.489394
83 C -2.545349 4.207042 1.595345
84 H -1.594211 -3.713271 3.253791
85 C 1.068868 -1.400744 4.749719
86 O 0.653936 5.765914 0.101557
87 C -3.618164 -3.034422 1.609453
88 N -0.942427 -1.630262 1.643857
89 Se 1.151415 4.880130 -1.303522
90 H -3.156576 -1.152819 -0.833513
91 O -0.058175 5.003083 -2.365228

Atomic forces in eV per Å
H 0.002 0.008 -0.021
H 0.088 -0.038 0.092
H -0.015 0.013 0.012
H 0.002 0.016 -0.021
H 0.014 0.010 0.004
H -0.004 0.000 0.012
O 0.026 -0.013 -0.018
Sr -1.930 -1.789 1.556
H -0.001 -0.006 -0.009
C -0.023 -0.010 -0.023
C -0.012 0.016 0.014
C 0.013 -0.005 0.015
H -0.020 -0.003 -0.025
H -0.028 0.003 -0.005
N -0.005 0.013 -0.119
H -0.020 -0.001 -0.005
N 0.048 0.095 -0.050
H 0.002 0.008 -0.013
H 0.006 0.005 -0.002
H -0.039 0.018 0.027
C 0.010 -0.020 -0.022
C 0.029 -0.117 0.044
C -0.005 0.027 0.073
C -0.001 0.003 0.008
H -0.010 -0.002 0.011
C 0.002 0.010 -0.021
C -0.035 0.101 -0.093
C 0.041 -0.012 -0.010
C 0.087 0.002 0.162
O 0.053 2.010 -1.336
H -0.023 -0.009 -0.088
C -0.005 0.009 0.001
C 0.045 -0.035 -0.040
O -0.085 -0.106 0.027
C -0.016 0.004 0.064
H 0.002 -0.020 0.002
H -0.012 -0.007 0.013
N -0.065 0.113 0.078
H -0.026 0.000 0.010
C 0.214 -0.287 0.080
S -0.039 0.036 0.046
C -0.152 0.007 -0.024
N -0.041 0.058 0.030
H 0.001 0.014 0.025
C 0.066 0.028 -0.018
H -0.078 -0.021 -0.047
S 0.151 0.035 -0.110
H -0.010 -0.042 -0.001
H -0.005 -0.002 0.005
C 0.009 0.006 -0.022
S -0.043 0.100 -0.011
N 0.855 0.049 0.291
H -0.019 0.001 0.000
C 0.001 0.015 -0.007
N 0.448 -0.297 -0.063
H 0.071 0.023 0.009
N 0.173 0.049 -0.223
H 0.045 0.033 0.009
H -0.009 -0.005 -0.011
H -0.010 -0.012 0.011
H -0.008 -0.002 -0.010
H 0.005 -0.001 0.002
H -0.007 -0.011 0.000
C -0.043 -0.031 -0.097
H -0.013 0.000 -0.015
C 0.012 -0.073 0.098
C 0.072 0.009 -0.003
N 0.198 -0.015 0.022
F -0.056 -0.022 -0.294
C -0.016 -0.038 -0.025
H -0.042 0.012 -0.012
C 0.073 0.015 -0.002
C 0.043 0.006 -0.011
H -0.026 0.016 -0.009
H -0.020 0.003 0.005
O 0.023 -0.033 -0.037
Si -0.043 -0.025 0.014
H -0.037 -0.004 -0.021
C 0.010 -0.007 0.103
H 0.001 0.004 -0.002
H 0.002 -0.003 0.008
H -0.034 -0.039 0.048
C -0.036 0.014 -0.005
H 0.024 -0.028 0.022
C 0.005 0.000 0.015
O 0.119 0.052 -0.024
C -0.054 -0.030 -0.013
N 0.208 0.152 0.051
Se -0.178 0.079 -0.174
H 0.043 -0.012 0.003
O 0.057 -0.074 0.094